ORCA calculation (ωB97M-V with the def2-TZVPD basis set) on one molecule with the formula C6H10O.

Atoms and positions in Å:
C (0.727, 0.897, -0.920)
C (0.546, 1.390, 0.534)
O (-0.533, 0.798, 1.221)
C (-0.316, -0.534, 1.622)
C (-0.439, -1.553, 0.520)
C (-0.533, -1.297, -0.781)
C (-0.463, 0.072, -1.422)
H (1.633, 0.287, -1.006)
H (0.870, 1.768, -1.572)
H (1.476, 1.243, 1.106)
H (0.323, 2.461, 0.539)
H (0.668, -0.627, 2.118)
H (-1.073, -0.742, 2.387)
H (-0.470, -2.589, 0.862)
H (-0.647, -2.143, -1.459)
H (-1.397, 0.619, -1.243)
H (-0.373, -0.051, -2.507)

Summary:
- Spin multiplicity: 1
- Relative energy (zero: lowest compared OMol25 entry of this formula, charge and spin): 0.663 eV
- Electronic energy: -309.81799 Eh
- Structure (SMILES): C1=CCOCCC1
- Charge: 0

Here are the natural (NBO) charges for atoms 1 to 6, given in e: -0.4260 -0.0649 -0.5277 -0.1037 -0.2220 -0.1824